(1)
{
  "formula": "CH4N2O3",
  "method": "ωB97M-V/def2-TZVPD",
  "mol_weight_g_mol": 92.05,
  "total_energy_ev": -10218.7076,
  "max_force_ev_per_a": 7.65,
  "homo_lumo_gap_ev": 9.46,
  "de_lowest_kcal_mol": 85.76,
  "homo_ev": -9.7913,
  "species": ["C", "H", "H", "H", "H", "N", "N", "O", "O", "O"],
  "xyz": [[-0.02706, 0.27442, 0.90352], [0.54172, 0.94506, -2.18510], [1.08156, 1.67089, 0.21069], [-0.99600, -1.36665, 1.52973], [-0.26759, -1.30196, -1.12817], [0.50071, 0.90755, -0.12183], [-0.38493, -1.18459, 0.64958], [0.88275, 0.22078, -1.16840], [-0.13575, 0.81579, 1.93498], [-1.19540, -0.98129, -0.62500]]
}

=====

(2)
{
  "formula": "C4H4N2O",
  "method": "ωB97M-V/def2-TZVPD",
  "mol_weight_g_mol": 96.09,
  "total_energy_ev": -9234.6390,
  "max_force_ev_per_a": 15.49,
  "homo_lumo_gap_ev": 9.49,
  "de_lowest_kcal_mol": 134.88,
  "smiles": "N#CC(=O)N1CC1",
  "homo_ev": -10.6346,
  "species": ["N", "C", "C", "O", "N", "C", "C", "H", "H", "H", "H"],
  "xyz": [[0.73207, -2.32997, -0.50152], [1.19407, -1.21266, 0.08882], [0.85702, -0.27805, 1.05154], [1.04501, -0.74316, 2.26108], [0.04025, 0.76794, 0.77122], [0.10203, 0.94214, -0.83840], [-1.13164, 0.32223, -0.21288], [0.66799, 0.29106, -1.61896], [-0.03911, 1.96372, -0.86807], [-1.91454, 1.00635, -0.03759], [-1.55315, -0.72959, -0.09524]]
}

=====

(3)
{
  "formula": "C4H6N3O2",
  "method": "ωB97M-V/def2-TZVPD",
  "mol_weight_g_mol": 128.11,
  "total_energy_ev": -12796.2865,
  "total_charge": 1,
  "max_force_ev_per_a": 5.17,
  "homo_lumo_gap_ev": [7.53, 7.53],
  "de_lowest_kcal_mol": 194.34,
  "smiles": "[H]/N=C(\\C)N/C=C1/O[N+]1=O",
  "homo_ev": [-14.2063, -14.2076],
  "species": ["H", "N", "C", "C", "N", "C", "C", "O", "N", "O", "H", "H", "H", "H", "H"],
  "xyz": [[0.60264, -2.16694, 0.39747], [0.19909, -1.65807, -0.31473], [0.01935, -0.42126, -0.01633], [0.56358, 0.32224, 1.16085], [-0.75363, 0.22632, -0.95324], [-1.40936, -0.46664, -1.93676], [-1.32479, -1.82343, -2.23280], [-2.13489, -2.67735, -3.06228], [-1.01098, -3.01980, -2.14300], [-0.51669, -3.96939, -1.77756], [0.04785, -0.17373, 1.93176], [1.60983, 0.07875, 1.24879], [0.35017, 1.31891, 1.22804], [-1.07931, 1.28492, -0.92942], [-2.03741, 0.18564, -2.51401]]
}

=====

(4)
{
  "formula": "C3H6Cl3P",
  "method": "ωB97M-V/def2-TZVPD",
  "mol_weight_g_mol": 179.41,
  "total_energy_ev": -50061.8638,
  "max_force_ev_per_a": 2.43,
  "homo_lumo_gap_ev": [8.63, 7.98],
  "de_lowest_kcal_mol": 92.67,
  "homo_ev": [-8.5992, -8.8596],
  "species": ["C", "C", "C", "P", "Cl", "Cl", "Cl", "H", "H", "H", "H", "H", "H"],
  "xyz": [[-0.82676, 0.46346, 1.48505], [-0.57695, -0.77324, -1.89809], [0.25329, 0.73686, 0.51986], [1.90366, 0.03931, 0.72365], [0.52877, 2.53866, 0.25508], [2.53598, 0.16180, -1.22892], [1.34535, -1.84547, 0.73751], [-1.33091, -0.41467, 1.19549], [-1.53637, 1.27741, 1.63508], [-0.34794, 0.28979, 2.41099], [-1.33017, -1.51160, -1.71730], [0.40706, -1.18059, -2.12917], [-1.02501, 0.21828, -1.98924]]
}

=====

(5)
{
  "formula": "C6H10N2O2",
  "method": "ωB97M-V/def2-TZVPD",
  "mol_weight_g_mol": 142.16,
  "total_energy_ev": -13455.8552,
  "max_force_ev_per_a": 3.33,
  "homo_lumo_gap_ev": 10.32,
  "de_lowest_kcal_mol": 94.23,
  "smiles": "CN1C[C@]2(CO2)[C@H]1C#N.O",
  "homo_ev": -9.6943,
  "species": ["C", "N", "C", "C", "C", "O", "C", "C", "N", "H", "H", "H", "H", "H", "H", "H", "H", "O", "H", "H"],
  "xyz": [[4.29421, 0.22724, 1.05782], [3.10814, 0.30355, 0.23385], [2.37185, 1.58143, 0.20090], [1.06737, 0.80898, 0.30548], [-0.16146, 1.26888, 0.95420], [-0.28528, 0.58865, -0.29980], [1.91420, -0.43548, 0.66241], [1.65053, -1.68707, -0.06787], [1.44209, -2.67681, -0.62645], [4.68652, -0.79814, 1.05727], [5.06527, 0.88862, 0.64001], [4.09924, 0.53450, 2.10419], [2.56878, 2.22381, 1.07672], [2.55526, 2.18109, -0.70036], [-0.54410, 0.70422, 1.80723], [-0.38396, 2.33961, 0.91348], [1.88521, -0.65385, 1.74607], [0.30583, 2.31475, -2.09948], [-0.28158, 1.59643, -1.58352], [0.87999, 1.86380, -2.72465]]
}

=====

(6)
{
  "formula": "C2H6NO",
  "method": "ωB97M-V/def2-TZVPD",
  "mol_weight_g_mol": 60.08,
  "total_energy_ev": -5699.2491,
  "total_charge": 1,
  "max_force_ev_per_a": 4.63,
  "homo_lumo_gap_ev": 10.47,
  "de_lowest_kcal_mol": 51.56,
  "homo_ev": -14.9814,
  "species": ["C", "C", "N", "O", "H", "H", "H", "H", "H", "H"],
  "xyz": [[-1.86206, -0.52680, -0.11197], [0.24091, -0.58987, 0.10453], [0.42542, 0.83453, -0.06799], [-2.05492, 0.60946, 0.09983], [-2.49480, -1.28020, -0.53628], [0.15908, -0.69720, 1.19559], [0.85239, -1.22950, -0.53151], [1.01002, 1.28700, 0.61082], [-0.58174, 1.22785, 0.15351], [0.69626, 0.94257, -0.99583]]
}